This record from OMol25 describes C28H29N2O4S2Se2V as an isolated structure. The level of theory is ωB97M-V/def2-TZVPD.

Calculated values
Charge: +2
LUMO level (spin up / spin down) in hartree: -0.205 / -0.206
Energy relative to the best compared isomer or geometry (same formula, charge and spin) in eV: 0.999
<S²>: 2.03
E in eV: -218714.26936
2S+1: 3

Last column: Löwdin spin population.
Atoms and positions in Å:
1 V -0.04 0.08 0.55  1.963
2 Se 2.67 -0.35 3.08  -0.001
3 Se 2.12 1.33 1.58  0.008
4 C 2.65 0.58 -0.13  0.005
5 C 3.94 0.61 -0.62  0.001
6 C 4.17 0.10 -1.89  0.001
7 C 3.11 -0.41 -2.62  0.000
8 C 1.84 -0.41 -2.06  0.003
9 N 1.63 0.08 -0.83  -0.001
10 C 0.84 -0.77 3.54  0.001
11 C 0.66 -1.30 4.81  -0.001
12 C -0.60 -1.74 5.17  0.003
13 C -1.64 -1.63 4.26  0.000
14 C -1.37 -1.08 3.03  0.003
15 N -0.16 -0.62 2.66  -0.006
16 H 4.74 1.04 -0.03  0.000
17 H 5.17 0.10 -2.31  0.000
18 H 3.26 -0.82 -3.61  0.000
19 H 0.99 -0.81 -2.58  0.001
20 H 1.50 -1.36 5.49  0.000
21 H -0.76 -2.16 6.16  0.000
22 H -2.63 -1.98 4.50  0.000
23 H -2.15 -0.99 2.28  0.000
24 O -1.99 0.53 0.88  0.032
25 S -3.35 0.91 1.44  0.004
26 C -3.89 2.32 0.45  0.001
27 C -2.89 3.48 0.38  0.000
28 C -2.61 3.94 -1.04  0.000
29 C -1.88 2.92 -1.90  0.001
30 S -0.13 2.59 -1.54  0.007
31 O -0.05 2.08 -0.11  0.020
32 C 0.54 4.23 -1.47  0.000
33 C 0.67 4.89 -0.26  0.000
34 C 1.19 6.18 -0.26  0.000
35 C 1.54 6.79 -1.46  0.000
36 C 1.41 6.11 -2.66  0.000
37 C 0.91 4.82 -2.67  0.000
38 C -3.04 1.71 3.00  0.003
39 C -4.10 1.78 3.89  0.001
40 C -3.91 2.39 5.13  0.000
41 C -2.66 2.89 5.46  0.000
42 C -1.60 2.80 4.57  0.000
43 C -1.79 2.21 3.33  0.001
44 H -4.85 2.59 0.88  0.000
45 H -4.10 1.88 -0.53  0.000
46 H -1.95 3.20 0.85  0.000
47 H -3.29 4.32 0.96  0.000
48 H -2.06 4.88 -1.03  0.000
49 H -3.56 4.16 -1.55  0.000
50 H -1.85 3.24 -2.95  0.000
51 H -2.34 1.93 -1.88  0.000
52 H 0.39 4.40 0.66  0.000
53 H 1.30 6.71 0.67  0.000
54 H 1.94 7.79 -1.45  0.000
55 H 1.70 6.58 -3.59  0.000
56 H 0.82 4.27 -3.61  0.000
57 H -5.07 1.36 3.64  0.000
58 H -4.73 2.45 5.83  0.000
59 H -2.51 3.36 6.43  0.000
60 H -0.63 3.20 4.84  0.000
61 H -0.97 2.12 2.63  0.001
62 C 0.86 -4.13 0.82  -0.005
63 O 1.41 -2.78 0.98  -0.013
64 C 0.60 -1.80 0.72  -0.055
65 O -0.61 -1.89 0.33  0.024
66 H 0.00 -4.25 1.49  0.000
67 H 1.66 -4.79 1.10  0.000
68 H 0.55 -4.28 -0.21  0.000

---

This record from OMol25 describes C28H29N2O4S2Se2V as an isolated structure. The level of theory is ωB97M-V/def2-TZVPD.

Calculated values
Charge: +2
LUMO level (spin up / spin down) in hartree: -0.206 / -0.205
Energy relative to the best compared isomer or geometry (same formula, charge and spin) in eV: 1.365
<S²>: 2.04
E in eV: -218713.90341
2S+1: 3

Last column: Löwdin spin population.
Atoms and positions in Å:
1 V -1.01 1.13 0.68  2.006
2 Se -3.11 -2.23 1.81  0.000
3 Se -2.37 -1.40 -0.24  -0.002
4 C -3.51 0.15 -0.42  0.007
5 C -4.80 0.05 -0.91  -0.001
6 C -5.55 1.21 -1.04  0.005
7 C -4.98 2.43 -0.69  -0.001
8 C -3.68 2.44 -0.22  0.007
9 N -2.96 1.32 -0.09  -0.003
10 C -1.44 -2.13 2.79  0.001
11 C -1.06 -3.28 3.47  0.000
12 C 0.06 -3.21 4.28  0.000
13 C 0.75 -2.01 4.37  0.000
14 C 0.30 -0.94 3.63  0.000
15 N -0.77 -0.99 2.84  0.006
16 H -5.20 -0.92 -1.18  0.000
17 H -6.56 1.17 -1.42  0.000
18 H -5.54 3.35 -0.77  0.000
19 H -3.20 3.37 0.08  0.001
20 H -1.62 -4.20 3.35  0.000
21 H 0.38 -4.08 4.84  0.000
22 H 1.62 -1.91 5.01  0.000
23 H 0.82 0.02 3.68  0.000
24 O 0.98 1.07 1.08  0.026
25 S 2.38 0.64 1.48  0.005
26 C 3.44 1.23 0.13  0.000
27 C 2.95 0.90 -1.28  0.000
28 C 2.57 2.14 -2.10  0.000
29 C 1.22 2.76 -1.80  0.002
30 S -0.27 1.84 -2.30  0.006
31 O -0.51 0.77 -1.22  0.021
32 C 0.31 0.93 -3.70  -0.001
33 C 0.58 -0.42 -3.61  0.000
34 C 1.03 -1.08 -4.74  0.000
35 C 1.19 -0.39 -5.94  0.000
36 C 0.90 0.96 -6.01  0.000
37 C 0.44 1.64 -4.89  0.000
38 C 2.48 -1.12 1.21  0.003
39 C 3.58 -1.78 1.74  0.001
40 C 3.69 -3.15 1.58  0.000
41 C 2.69 -3.85 0.91  0.000
42 C 1.58 -3.18 0.40  0.000
43 C 1.47 -1.80 0.55  0.001
44 H 4.40 0.76 0.36  0.000
45 H 3.56 2.30 0.31  0.000
46 H 2.11 0.20 -1.25  0.000
47 H 3.75 0.38 -1.81  0.000
48 H 2.63 1.90 -3.17  0.000
49 H 3.32 2.92 -1.95  0.000
50 H 1.11 3.73 -2.30  0.000
51 H 1.07 2.94 -0.73  0.002
52 H 0.44 -0.94 -2.67  0.000
53 H 1.24 -2.14 -4.69  0.000
54 H 1.54 -0.92 -6.81  0.000
55 H 1.02 1.49 -6.95  0.000
56 H 0.20 2.69 -4.95  0.000
57 H 4.34 -1.23 2.29  0.000
58 H 4.54 -3.67 1.98  0.000
59 H 2.77 -4.92 0.80  0.000
60 H 0.80 -3.73 -0.10  0.000
61 H 0.61 -1.27 0.17  0.001
62 C -3.09 1.82 4.35  -0.007
63 O -2.93 0.90 3.23  -0.015
64 C -2.01 1.14 2.37  -0.071
65 O -1.26 2.14 2.35  -0.001
66 H -2.46 1.46 5.17  0.000
67 H -4.13 1.76 4.63  0.000
68 H -2.81 2.82 4.06  -0.001

---

This record from OMol25 describes C28H29N5O5RhS as an isolated structure. The level of theory is ωB97M-V/def2-TZVPD.

Calculated values
Charge: +1
LUMO level (spin up / spin down) in hartree: -0.124 / -0.183
Energy relative to the best compared isomer or geometry (same formula, charge and spin) in eV: 0.815
<S²>: 6.01
E in eV: -61029.31844
2S+1: 5

Last column: Löwdin spin population.
Atoms and positions in Å:
1 Rh -0.52 -0.53 0.93  2.641
2 O 0.07 1.27 2.45  0.091
3 C -0.75 2.40 2.80  0.007
4 C -0.66 3.47 1.73  0.000
5 C -0.87 2.90 0.33  0.000
6 C -2.17 2.18 0.16  0.009
7 C -3.35 2.90 0.14  0.003
8 C -4.55 2.29 -0.15  0.002
9 C -4.53 0.93 -0.45  0.002
10 C -3.33 0.26 -0.37  0.007
11 N -2.16 0.84 -0.02  0.073
12 H 0.91 1.59 2.05  0.001
13 H -0.44 2.78 3.77  0.002
14 H -1.77 2.02 2.90  0.001
15 H 0.32 3.94 1.76  0.000
16 H -1.39 4.26 1.95  0.000
17 H -0.05 2.24 0.08  -0.001
18 H -0.86 3.71 -0.41  0.000
19 H -3.31 3.97 0.31  0.000
20 H -5.47 2.85 -0.17  0.000
21 H -5.43 0.40 -0.74  0.000
22 H -3.30 -0.78 -0.61  0.000
23 C 4.17 3.04 -5.34  0.000
24 C 3.79 2.49 -3.99  0.001
25 C 2.45 2.31 -3.63  0.000
26 C 2.10 1.82 -2.39  0.001
27 C 3.11 1.51 -1.48  0.004
28 C 4.45 1.67 -1.80  0.002
29 C 4.78 2.16 -3.06  0.000
30 S 2.69 0.95 0.13  0.013
31 O 3.86 0.33 0.69  0.010
32 O 2.11 2.07 0.86  0.000
33 N 1.49 -0.11 -0.08  0.110
34 C 1.81 -1.44 -0.29  0.018
35 C 3.01 -2.03 -0.70  0.003
36 C 3.08 -3.40 -0.74  0.004
37 C 1.98 -4.18 -0.36  0.006
38 C 0.83 -3.53 0.00  0.016
39 N 0.74 -2.19 -0.01  0.122
40 H 3.32 3.01 -6.03  0.000
41 H 4.98 2.47 -5.78  0.000
42 H 4.50 4.07 -5.26  0.000
43 H 1.68 2.54 -4.35  0.000
44 H 1.06 1.67 -2.13  0.000
45 H 5.21 1.41 -1.09  0.000
46 H 5.82 2.29 -3.33  0.000
47 H 3.87 -1.42 -0.94  0.001
48 H 4.00 -3.87 -1.05  0.000
49 H 2.02 -5.26 -0.35  0.001
50 H -0.05 -4.08 0.31  0.001
51 C 1.43 -1.54 4.59  0.037
52 O 0.90 -1.51 3.22  0.089
53 C -0.38 -1.22 3.12  0.358
54 O -1.21 -1.15 3.97  0.234
55 H 2.42 -1.97 4.49  0.002
56 H 0.78 -2.15 5.22  0.005
57 H 1.48 -0.52 4.96  0.002
58 N -6.56 -5.16 -0.27  -0.001
59 C -5.61 -4.56 -0.06  0.000
60 C -4.40 -3.80 0.21  -0.002
61 C -4.23 -3.16 1.42  0.004
62 C -3.08 -2.41 1.62  0.008
63 N -2.13 -2.30 0.68  0.099
64 C -2.30 -2.94 -0.48  0.006
65 C -3.42 -3.70 -0.76  0.004
66 H -4.98 -3.23 2.20  0.000
67 H -2.91 -1.89 2.55  0.001
68 H -1.51 -2.81 -1.21  0.000
69 H -3.52 -4.19 -1.72  0.001

---

Q: The lowest energy relative to the best compared isomer or geometry (same formula, charge and spin) belongs to which entry?
A: C28H29N5O5RhS

---

Q: Look up the 2S+1 of the second one.
A: 3

---

Copy entry 3 word for word.
This record from OMol25 describes C28H29N5O5RhS as an isolated structure. The level of theory is ωB97M-V/def2-TZVPD.

Calculated values
Charge: +1
LUMO level (spin up / spin down) in hartree: -0.124 / -0.183
Energy relative to the best compared isomer or geometry (same formula, charge and spin) in eV: 0.815
<S²>: 6.01
E in eV: -61029.31844
2S+1: 5

Last column: Löwdin spin population.
Atoms and positions in Å:
1 Rh -0.52 -0.53 0.93  2.641
2 O 0.07 1.27 2.45  0.091
3 C -0.75 2.40 2.80  0.007
4 C -0.66 3.47 1.73  0.000
5 C -0.87 2.90 0.33  0.000
6 C -2.17 2.18 0.16  0.009
7 C -3.35 2.90 0.14  0.003
8 C -4.55 2.29 -0.15  0.002
9 C -4.53 0.93 -0.45  0.002
10 C -3.33 0.26 -0.37  0.007
11 N -2.16 0.84 -0.02  0.073
12 H 0.91 1.59 2.05  0.001
13 H -0.44 2.78 3.77  0.002
14 H -1.77 2.02 2.90  0.001
15 H 0.32 3.94 1.76  0.000
16 H -1.39 4.26 1.95  0.000
17 H -0.05 2.24 0.08  -0.001
18 H -0.86 3.71 -0.41  0.000
19 H -3.31 3.97 0.31  0.000
20 H -5.47 2.85 -0.17  0.000
21 H -5.43 0.40 -0.74  0.000
22 H -3.30 -0.78 -0.61  0.000
23 C 4.17 3.04 -5.34  0.000
24 C 3.79 2.49 -3.99  0.001
25 C 2.45 2.31 -3.63  0.000
26 C 2.10 1.82 -2.39  0.001
27 C 3.11 1.51 -1.48  0.004
28 C 4.45 1.67 -1.80  0.002
29 C 4.78 2.16 -3.06  0.000
30 S 2.69 0.95 0.13  0.013
31 O 3.86 0.33 0.69  0.010
32 O 2.11 2.07 0.86  0.000
33 N 1.49 -0.11 -0.08  0.110
34 C 1.81 -1.44 -0.29  0.018
35 C 3.01 -2.03 -0.70  0.003
36 C 3.08 -3.40 -0.74  0.004
37 C 1.98 -4.18 -0.36  0.006
38 C 0.83 -3.53 0.00  0.016
39 N 0.74 -2.19 -0.01  0.122
40 H 3.32 3.01 -6.03  0.000
41 H 4.98 2.47 -5.78  0.000
42 H 4.50 4.07 -5.26  0.000
43 H 1.68 2.54 -4.35  0.000
44 H 1.06 1.67 -2.13  0.000
45 H 5.21 1.41 -1.09  0.000
46 H 5.82 2.29 -3.33  0.000
47 H 3.87 -1.42 -0.94  0.001
48 H 4.00 -3.87 -1.05  0.000
49 H 2.02 -5.26 -0.35  0.001
50 H -0.05 -4.08 0.31  0.001
51 C 1.43 -1.54 4.59  0.037
52 O 0.90 -1.51 3.22  0.089
53 C -0.38 -1.22 3.12  0.358
54 O -1.21 -1.15 3.97  0.234
55 H 2.42 -1.97 4.49  0.002
56 H 0.78 -2.15 5.22  0.005
57 H 1.48 -0.52 4.96  0.002
58 N -6.56 -5.16 -0.27  -0.001
59 C -5.61 -4.56 -0.06  0.000
60 C -4.40 -3.80 0.21  -0.002
61 C -4.23 -3.16 1.42  0.004
62 C -3.08 -2.41 1.62  0.008
63 N -2.13 -2.30 0.68  0.099
64 C -2.30 -2.94 -0.48  0.006
65 C -3.42 -3.70 -0.76  0.004
66 H -4.98 -3.23 2.20  0.000
67 H -2.91 -1.89 2.55  0.001
68 H -1.51 -2.81 -1.21  0.000
69 H -3.52 -4.19 -1.72  0.001